(1)
# C35H52AsOP3Yb

A structure of composition C35H52AsOP3Yb at a distorted geometry (the ωB97M-V functional and the def2-TZVPD basis, OMol25).

Calculated values
Molar mass (g mol⁻¹): 829.7
DFT total energy (Eh): -5857.63129
HOMO energy (alpha / beta) (eV): -16.0 / -16.0
Strongest force on any atom (eV Å⁻¹): 2.9
Charge: +3
LUMO level (alpha / beta) (hartree): -0.276 / -0.430
Multiplicity: 2

Each line ends with the Löwdin spin population.
CARTESIAN COORDINATES (ANGSTROEM)
Yb 0.3419 -0.2631 -2.1644  0.00
P 0.8610 -2.9613 -1.5311  0.00
P 2.7080 -0.2769 0.0135  0.01
P -2.3839 0.1814 -1.2329  0.00
H 2.6949 4.1231 -1.2200  0.00
C 1.6083 4.1096 -1.1088  0.00
C 0.9897 4.1634 0.0784  0.00
H 1.5704 4.2863 1.0024  0.00
C 1.2849 -2.5031 -3.2573  0.00
C 2.0646 -4.2695 -1.1397  0.00
C -0.7078 -3.8143 -1.9106  0.00
C 3.3140 1.2255 0.8781  0.00
C 3.1931 -1.4957 1.3120  0.00
C 4.1485 -0.5122 -1.1055  0.00
C -3.0682 1.8067 -0.7298  0.00
C -3.8120 -0.9064 -0.8406  0.00
C -2.5793 0.2860 -3.0515  0.00
H 1.0322 4.0148 -2.0407  0.00
H -0.1068 4.2131 0.1531  0.00
H 1.4645 -3.4416 -3.8116  0.00
H 2.2278 -1.9190 -3.3063  0.00
H 0.4398 -1.9987 -3.7965  0.00
H 2.1209 -5.0322 -1.9375  0.00
H 1.7629 -4.7399 -0.1856  0.00
H 3.0565 -3.7976 -1.0048  0.00
H -0.5127 -4.7760 -2.4067  0.00
H -1.3258 -3.1855 -2.5754  0.00
H -1.2700 -3.9644 -0.9786  0.00
H 4.4117 1.2463 0.8310  0.00
H 3.0175 1.2178 1.9366  0.00
H 2.9130 2.1312 0.4039  0.00
H 4.2860 -1.4898 1.4283  0.00
H 2.8828 -2.5054 1.0143  0.00
H 2.7264 -1.2490 2.2761  0.00
H 5.0844 -0.4945 -0.5252  0.00
H 4.1723 0.3083 -1.8379  0.00
H 4.0665 -1.4700 -1.6389  0.00
H -3.9881 2.0675 -1.2745  0.00
H -2.3217 2.5947 -0.9079  0.00
H -3.2893 1.8078 0.3466  0.00
H -4.7001 -0.6582 -1.4415  0.00
H -4.0790 -0.8454 0.2194  0.00
H -3.5398 -1.9513 -1.0458  0.00
H -3.6307 0.5435 -3.2152  0.00
H -2.3790 -0.6776 -3.5423  0.00
H -1.9652 1.0585 -3.5377  0.00
C 0.3632 1.0158 -5.4506  0.00
C 0.8918 0.3465 -6.5623  0.00
C 0.4292 0.7255 -7.8325  0.00
C -0.5054 1.7717 -7.9639  0.00
C -0.9297 2.4703 -6.8163  0.00
C -0.4770 2.1026 -5.5448  0.00
O 0.6275 0.5003 -4.1525  0.00
H 1.2896 -0.2328 -4.2723  0.00
H 1.6748 -0.4015 -6.4134  0.00
H 0.7880 0.2133 -8.7231  0.00
H -0.8345 2.0566 -8.9693  0.00
H -1.6081 3.3162 -6.9069  0.00
H -0.7399 2.6869 -4.6599  0.00
C -2.1848 3.6021 5.4044  0.02
C -1.6454 4.0676 4.2009  0.01
C -1.0890 3.1767 3.2774  0.01
C -1.0666 1.8037 3.5759  0.09
C -1.5816 1.3357 4.7879  0.03
C -2.1568 2.2345 5.6959  0.00
As -0.1438 0.6054 2.3144  0.16
C 1.0200 -0.1053 3.7665  0.17
C 1.9813 0.7736 4.2944  0.10
C 2.8416 0.3387 5.3085  0.01
C 2.7326 -0.9663 5.8065  0.19
C 1.7516 -1.8240 5.3015  0.04
C 0.8836 -1.3905 4.2937  0.06
C -1.5258 -0.8145 2.2990  0.03
C -1.1602 -2.0832 1.8170  0.01
C -2.0929 -3.1231 1.8292  0.00
C -3.3974 -2.8931 2.2785  0.01
C -3.7792 -1.6082 2.6612  0.00
C -2.8562 -0.5578 2.6416  0.01
H -2.6160 4.3036 6.1255  0.00
H -1.6606 5.1386 3.9828  0.00
H -0.6701 3.5394 2.3369  0.00
H -1.5503 0.2722 5.0262  0.00
H -2.5824 1.8554 6.6244  0.00
H 2.0431 1.8020 3.9389  0.00
H 3.5965 1.0193 5.7076  0.00
H 3.4172 -1.3089 6.5878  0.01
H 1.6577 -2.8374 5.6939  0.00
H 0.1013 -2.0572 3.9436  0.00
H -0.1396 -2.2700 1.4590  0.00
H -1.7924 -4.1205 1.5017  0.00
H -4.1216 -3.7091 2.2970  0.00
H -4.8008 -1.4089 2.9832  0.00
H -3.1674 0.4513 2.9140  0.00

***

(2)
# C35H52AsP3SSc

A structure of composition C35H52AsP3SSc at a distorted geometry (the ωB97M-V functional and the def2-TZVPD basis, OMol25).

Calculated values
Molar mass (g mol⁻¹): 717.7
DFT total energy (Eh): -5782.55185
HOMO energy (eV): -15.9
Strongest force on any atom (eV Å⁻¹): 2.8
Charge: +3
LUMO level (hartree): -0.370
Multiplicity: 1

Each line ends with the Löwdin charge.
CARTESIAN COORDINATES (ANGSTROEM)
Sc 0.2322 -0.4400 -0.7537  0.56
P 2.0522 1.0087 0.4195  0.74
P -1.5390 0.1700 1.4296  0.78
P -1.0068 1.6599 -1.6119  0.75
H 0.0250 -2.0034 -4.5882  0.08
C 0.2388 -0.9306 -4.4393  -0.08
C 1.4764 -0.4430 -4.2292  -0.12
H 2.3261 -0.6975 -4.8839  0.08
C 3.6556 0.2813 0.9765  -0.23
C 1.7140 2.0452 1.9221  -0.22
C 2.6928 2.3260 -0.7026  -0.24
C -3.1916 -0.5919 1.1503  -0.24
C -1.4052 -0.2755 3.2274  -0.24
C -2.0951 1.9035 1.7963  -0.25
C -0.5258 2.0459 -3.3420  -0.25
C -0.8704 3.4208 -1.0957  -0.22
C -2.8146 1.4541 -1.8971  -0.23
H -0.6144 -0.3224 -4.7800  0.09
H 1.6678 0.4247 -3.5935  0.03
H 3.9390 -0.5390 0.3086  0.03
H 3.6085 -0.1098 1.9989  0.04
H 4.4280 1.0628 0.9341  0.07
H 1.3307 1.4226 2.7425  0.03
H 0.9765 2.8287 1.6991  0.04
H 2.6437 2.5297 2.2615  0.08
H 2.8030 1.9216 -1.7190  0.04
H 3.6833 2.6276 -0.3301  0.07
H 2.0369 3.2073 -0.7345  0.04
H -3.8234 -0.4400 2.0396  0.08
H -3.0638 -1.6688 0.9848  0.03
H -3.6835 -0.1512 0.2744  0.03
H -2.3716 -0.0960 3.7296  0.08
H -0.6424 0.3493 3.7136  0.05
H -1.1266 -1.3262 3.3738  0.02
H -2.7907 1.8780 2.6503  0.08
H -2.6079 2.3753 0.9495  0.03
H -1.2328 2.5190 2.0845  0.04
H -1.3049 2.6902 -3.7674  0.08
H -0.4748 1.1101 -3.8960  -0.02
H 0.4578 2.5303 -3.3869  0.07
H -1.6333 3.9985 -1.6384  0.09
H 0.1173 3.7946 -1.3955  0.04
H -1.0005 3.5617 -0.0185  0.03
H -3.1172 2.1225 -2.7136  0.07
H -3.4037 1.6961 -1.0047  0.04
H -3.0272 0.4181 -2.1965  0.06
C 1.4715 -3.2966 -2.5143  -0.55
C 0.2087 -2.7026 -2.2419  -0.25
C -0.9420 -3.4588 -2.5584  -0.07
C -0.8088 -4.7807 -2.9731  -0.03
C 0.4499 -5.3848 -3.1422  -0.01
C 1.6013 -4.6422 -2.8827  -0.09
S 2.9819 -2.3558 -2.6735  0.91
H 3.3723 -3.0335 -3.7348  -0.06
H 0.0541 -1.5422 -2.2915  0.01
H -1.9445 -3.0041 -2.5096  0.13
H -1.6866 -5.3917 -3.1851  0.13
H 0.5739 -6.4171 -3.4749  0.14
H 2.6025 -5.0452 -3.0503  0.13
C 0.9649 -2.1960 6.0771  -0.04
C 1.7001 -1.2707 5.3250  -0.05
C 1.7487 -1.3726 3.9308  -0.14
C 1.0578 -2.3991 3.2529  -0.42
C 0.3620 -3.3465 4.0236  -0.11
C 0.3072 -3.2399 5.4228  -0.04
As 1.2611 -2.4516 1.2638  1.32
C 2.9887 -3.4605 1.4219  -0.37
C 3.9011 -3.4057 0.3547  -0.17
C 5.1692 -3.9925 0.4693  -0.06
C 5.4960 -4.7250 1.6221  -0.04
C 4.5632 -4.8364 2.6612  -0.04
C 3.3245 -4.1854 2.5739  -0.08
C 0.0915 -4.0115 0.9123  -0.40
C 0.6355 -5.2104 0.4533  -0.09
C -0.1965 -6.3248 0.2940  -0.05
C -1.5501 -6.2348 0.6095  -0.05
C -2.0746 -5.0484 1.1186  -0.06
C -1.2533 -3.9327 1.2973  -0.15
H 0.9069 -2.1056 7.1623  0.12
H 2.2332 -0.4640 5.8310  0.12
H 2.3494 -0.6560 3.3718  0.06
H -0.1194 -4.1971 3.5333  0.11
H -0.2596 -3.9794 6.0000  0.13
H 3.6356 -2.9072 -0.5912  -0.03
H 5.9031 -3.8870 -0.3359  0.12
H 6.4742 -5.2044 1.7228  0.12
H 4.7804 -5.4113 3.5663  0.12
H 2.6285 -4.2151 3.4165  0.10
H 1.7077 -5.3041 0.3015  0.10
H 0.2357 -7.2589 -0.0621  0.12
H -2.1837 -7.1167 0.5053  0.12
H -3.1139 -4.9967 1.4300  0.12
H -1.6134 -3.0526 1.8262  0.07

***

(3)
# C35H52BrClN4OPSV

A structure of composition C35H52BrClN4OPSV (the ωB97M-V functional and the def2-TZVPD basis, OMol25).

Calculated values
Molar mass (g mol⁻¹): 774.2
DFT total energy (Eh): -6377.09504
HOMO energy (alpha / beta) (eV): -2.5 / -2.6
Strongest force on any atom (eV Å⁻¹): 0.4
Charge: -1
LUMO level (alpha / beta) (hartree): 0.093 / 0.093
Multiplicity: 2

Each line ends with the Löwdin spin population.
CARTESIAN COORDINATES (ANGSTROEM)
V -0.4613 0.8162 -0.8859  1.06
Br 6.8692 -1.9421 0.0616  0.00
C 5.0406 -1.4293 0.2215  0.01
C 4.3344 -1.7178 1.3726  0.00
C 2.9930 -1.3774 1.4825  0.01
C 2.2890 -0.7372 0.4271  0.01
C 3.0827 -0.3845 -0.6990  0.00
C 4.4124 -0.7366 -0.8093  0.00
N 0.9483 -0.4825 0.4272  0.01
C 0.1962 -1.1578 1.4017  0.03
C -1.1478 -1.0049 1.4375  -0.01
C -2.0155 -1.6408 2.4109  0.01
C -3.3492 -1.4355 2.3811  -0.01
C -3.9167 -0.5900 1.3677  0.01
C -3.0645 -0.0027 0.4789  -0.01
N -1.7227 -0.1631 0.4725  0.00
H 4.8259 -2.2109 2.2026  0.00
H 2.5129 -1.6037 2.4226  0.00
H 2.6342 0.2149 -1.4814  0.00
H 4.9659 -0.4559 -1.6967  0.00
H 0.6550 -1.8230 2.1216  0.00
H -1.5591 -2.2644 3.1714  0.00
H -3.9878 -1.9048 3.1214  0.00
H -4.9797 -0.4053 1.3099  0.00
H -3.4414 0.6482 -0.3019  0.00
C 1.2572 -5.2283 -3.6705  0.00
C 2.1585 -5.5389 -2.4780  0.00
C 1.5119 -5.2628 -1.1169  0.00
C 1.6908 -3.8303 -0.6163  0.00
N 1.2185 -2.8120 -1.5377  0.00
C -0.0476 -2.3985 -1.6567  0.00
S -0.3633 -1.0325 -2.6540  0.00
N -0.9952 -3.0926 -1.0361  0.00
C -2.4279 -2.8384 -1.0812  0.00
C -3.1652 -3.9755 -1.7802  0.00
C -2.8495 -4.0909 -3.2703  0.00
C -3.4152 -2.9379 -4.0930  0.00
H 1.7508 -5.4835 -4.6099  0.00
H 0.9824 -4.1746 -3.7114  0.00
H 0.3350 -5.8124 -3.6128  0.00
H 3.0907 -4.9700 -2.5546  0.00
H 2.4432 -6.5937 -2.5242  0.00
H 1.9539 -5.9128 -0.3565  0.00
H 0.4495 -5.5261 -1.1676  0.00
H 2.7504 -3.6267 -0.4578  0.00
H 1.2189 -3.6943 0.3646  0.00
H 1.8918 -2.1302 -1.8563  0.00
H -0.6907 -3.7699 -0.3538  0.00
H -2.5758 -1.8884 -1.5883  0.00
H -2.7848 -2.7177 -0.0575  0.00
H -4.2395 -3.8155 -1.6417  0.00
H -2.9264 -4.9181 -1.2743  0.00
H -3.2469 -5.0388 -3.6456  0.00
H -1.7647 -4.1368 -3.4065  0.00
H -4.4995 -2.8690 -3.9720  0.00
H -3.2036 -3.0747 -5.1548  0.00
H -2.9745 -1.9866 -3.7938  0.00
C 0.5205 1.7335 3.1657  0.00
C -0.4521 2.8344 2.7238  0.00
C -1.8765 2.3941 3.0705  0.00
C -0.0855 4.0854 3.5279  0.00
P -0.2810 3.0119 0.8457  -0.01
C 1.4180 3.7081 0.7611  0.00
C 1.7855 5.0513 0.7552  0.00
C 3.1231 5.4261 0.7307  0.00
C 4.1196 4.4627 0.7238  0.00
C 3.7708 3.1194 0.7321  0.00
C 2.4354 2.7531 0.7410  0.00
C -1.4753 4.3442 0.2307  0.00
C -1.6640 5.5842 1.1131  0.00
C -0.9817 4.7576 -1.1632  0.00
C -2.8709 3.7228 0.0458  0.00
H 0.3495 1.5363 4.2292  0.00
H 1.5591 2.0463 3.0507  0.00
H 0.3766 0.8001 2.6252  0.00
H -1.9090 2.0985 4.1238  0.00
H -2.1992 1.5388 2.4748  0.00
H -2.5949 3.2046 2.9372  0.00
H -0.0871 3.8197 4.5904  0.00
H -0.7850 4.9063 3.3969  0.00
H 0.9158 4.4404 3.2794  0.00
H 1.0370 5.8288 0.7589  0.00
H 3.3826 6.4779 0.7166  0.00
H 5.1617 4.7579 0.7016  0.00
H 4.5313 2.3485 0.7069  0.00
H 2.1736 1.7049 0.7159  0.00
H -0.7391 6.0535 1.4380  0.00
H -2.2554 5.3500 1.9990  0.00
H -2.2296 6.3256 0.5390  0.00
H -0.0314 5.2886 -1.1332  0.00
H -1.7287 5.4189 -1.6147  0.00
H -0.8550 3.8881 -1.8084  0.00
H -3.2479 3.2375 0.9451  0.00
H -2.8636 2.9973 -0.7621  0.00
H -3.5646 4.5272 -0.2208  0.00
O -1.7159 1.4356 -1.6120  -0.14
Cl 1.1860 1.9496 -2.1335  0.02

***

Question: Which formula does entry 2 have?
Answer: C35H52AsP3SSc

***

Question: Look up the charge of the second one.
Answer: +3

***

Question: What is the formula in the first record?
Answer: C35H52AsOP3Yb